1.
Below is 5 unconnected molecules or ions with the total composition C41H76B2F4N4O14S5, with properties calculated with ωB97M-V/def2-TZVPD.

Last column: Löwdin charge in e.
CARTESIAN COORDINATES (ANGSTROEM)
C 1.70 -5.32 -0.20  0.0719
C 1.27 -4.79 -1.17  -0.1375
C 0.94 -4.04 -2.47  -0.1724
C 1.97 -2.87 -2.68  -0.1723
C 1.42 -1.64 -3.50  -0.1853
N 0.75 -0.56 -2.78  -0.1061
C -0.15 0.11 -3.72  -0.0899
C 1.55 0.32 -1.92  -0.2925
C 1.49 1.88 -2.26  -0.1040
C 0.25 2.69 -1.78  -0.1844
C 0.43 3.55 -0.47  -0.2047
C 1.61 4.59 -0.52  -0.1738
C 2.74 4.10 0.48  -0.1815
C 2.30 4.10 2.00  -0.2028
C 2.84 5.32 2.82  -0.1987
C 2.55 5.21 4.37  -0.1888
C 1.18 4.57 4.74  -0.1748
C -0.10 5.44 4.37  -0.2133
O 0.20 6.66 3.67  -0.2202
C -0.32 6.63 2.32  -0.1016
O 2.95 -0.03 -2.11  -0.0714
N 3.61 0.62 -3.10  -0.0294
O 4.75 0.78 -2.84  0.0713
C 1.11 0.18 -0.36  -0.1068
O -0.27 0.25 -0.14  -0.0112
C -1.12 -0.86 -0.02  -0.2419
N -0.95 -2.08 -0.88  0.1716
C -2.00 -2.57 -1.25  -0.7094
S -3.18 -3.69 -1.35  0.7354
B -2.61 -0.29 -0.42  -0.5096
N -2.88 0.49 -1.66  0.1552
O -3.72 -0.49 0.43  0.1367
B -1.40 -1.44 1.50  -0.4137
O -1.68 -0.51 2.53  0.1266
C -1.33 -2.97 1.90  -0.1118
C -1.11 -3.02 3.51  -0.1050
C 1.93 -0.79 0.55  -0.2966
F 3.31 -0.75 0.41  0.0861
F 1.58 -2.12 0.49  0.0936
C 1.78 -0.41 2.11  -0.2073
F 2.98 -0.21 2.73  0.0696
F 0.99 0.71 2.33  0.0474
H 2.35 -5.79 0.55  0.0501
H -0.13 -3.76 -2.56  0.0688
H 1.13 -4.80 -3.28  0.1182
H 2.48 -2.51 -1.75  0.0910
H 2.79 -3.30 -3.30  0.0860
H 0.69 -2.12 -4.21  0.1229
H 2.26 -1.31 -4.19  0.1173
H 0.46 0.68 -4.49  0.0982
H -0.87 0.83 -3.29  0.0609
H -0.78 -0.59 -4.33  0.0967
H 2.36 2.31 -1.69  0.1116
H 1.60 2.07 -3.36  0.1139
H 0.02 3.46 -2.58  0.1232
H -0.71 2.14 -1.66  0.0794
H 0.43 2.91 0.46  0.0952
H -0.52 4.16 -0.38  0.1097
H 1.34 5.62 -0.19  0.0952
H 2.11 4.64 -1.53  0.1162
H 3.69 4.67 0.40  0.1116
H 3.01 3.03 0.23  0.0954
H 2.71 3.16 2.45  0.1172
H 1.19 4.04 2.11  0.0838
H 2.37 6.27 2.45  0.0752
H 3.95 5.38 2.69  0.1089
H 3.34 4.55 4.82  0.1125
H 2.67 6.20 4.89  0.1090
H 1.04 3.53 4.34  0.1003
H 1.16 4.44 5.86  0.1072
H -0.61 5.73 5.33  0.1186
H -0.80 4.79 3.80  0.1144
H -0.27 5.60 1.88  0.0715
H -1.36 7.04 2.27  0.0962
H 0.36 7.29 1.72  0.0786
H 1.50 1.18 0.02  0.1467
H -3.10 1.47 -1.48  0.0833
H -3.68 0.05 -2.13  0.0868
H -4.43 0.09 0.12  0.1150
H -1.48 0.38 2.18  0.1070
H -2.26 -3.56 1.72  0.0718
H -0.41 -3.45 1.47  0.1005
H -0.37 -2.25 3.85  0.0566
H -2.09 -2.72 3.97  0.0782
H -0.73 -4.00 3.87  0.0750
H 1.29 -1.27 2.65  0.1639
C -6.50 -6.28 1.29  -0.2245
C -6.80 -5.06 2.15  -0.2107
C -5.90 -5.14 3.40  -0.2189
S -4.45 -6.06 2.90  0.6695
O -4.43 -7.30 3.63  -0.3140
O -3.33 -5.17 2.83  -0.3226
C -4.98 -6.39 1.23  -0.2229
H -6.94 -6.19 0.29  0.0690
H -6.92 -7.18 1.76  0.1283
H -6.56 -4.15 1.59  0.1139
H -7.85 -5.00 2.43  0.1137
H -5.60 -4.15 3.74  0.1019
H -6.39 -5.68 4.21  0.1037
H -4.64 -7.37 0.91  0.1139
H -4.54 -5.61 0.59  0.0726
C -7.59 -5.83 -4.16  -0.2210
C -8.39 -7.03 -4.69  -0.2152
C -8.48 -8.05 -3.55  -0.2188
S -8.41 -7.11 -2.02  0.6698
O -7.19 -7.46 -1.33  -0.3260
O -9.69 -7.15 -1.37  -0.3168
C -8.18 -5.51 -2.79  -0.2293
H -7.66 -4.98 -4.83  0.1164
H -6.54 -6.10 -4.06  0.1212
H -9.39 -6.71 -4.97  0.1177
H -7.92 -7.47 -5.57  0.1154
H -9.42 -8.61 -3.58  0.1046
H -7.64 -8.75 -3.56  0.1064
H -7.53 -4.90 -2.17  0.1053
H -9.17 -5.05 -2.88  0.1100
C 3.59 11.11 1.41  -0.2225
C 3.36 10.50 2.80  -0.2109
C 2.99 9.03 2.60  -0.2227
S 3.78 8.52 1.07  0.6511
O 2.75 8.21 0.11  -0.3257
O 4.85 7.61 1.36  -0.3242
C 4.47 10.12 0.66  -0.2325
H 4.06 12.09 1.47  0.1151
H 2.63 11.23 0.90  0.1196
H 4.28 10.58 3.38  0.1180
H 2.58 11.03 3.35  0.1159
H 3.36 8.41 3.42  0.1020
H 1.92 8.90 2.49  0.0944
H 4.46 10.26 -0.42  0.1084
H 5.49 10.14 1.04  0.1086
C 7.57 -1.79 -1.99  -0.2131
C 7.97 -2.96 -2.89  -0.2170
C 7.21 -4.20 -2.40  -0.2213
S 5.70 -3.59 -1.65  0.6749
O 5.74 -3.89 -0.24  -0.3110
O 4.58 -3.96 -2.48  -0.3314
C 6.05 -1.86 -1.88  -0.2416
H 7.89 -0.83 -2.40  0.1174
H 8.02 -1.91 -1.00  0.1215
H 7.69 -2.74 -3.92  0.1168
H 9.05 -3.13 -2.87  0.1131
H 6.96 -4.87 -3.22  0.1018
H 7.77 -4.74 -1.64  0.1045
H 5.65 -1.29 -1.04  0.1023
H 5.57 -1.54 -2.80  0.0898

As for the LUMO energy: -0.13 eV. The value obtained for the gap between HOMO and LUMO is 8.3 eV. As for the SMILES: C#CCCCN(C)[C@](CCCCCCCCCCOC)(ON=O)[C@@H](O[C@](N=C=S)(B(N)O)B(O)CC)C(F)(F)C(F)F.O=S1(=O)CCCC1.O=S1(=O)CCCC1.O=S1(=O)CCCC1.O=S1(=O)CCCC1. The total energy is -144766.249 eV. The value obtained for the HOMO energy is -8.43 eV.

---

2.
Below is 2 unconnected molecules or ions with the total composition C4H7NO4, with properties calculated with ωB97M-V/def2-TZVPD.

Last column: Löwdin charge in e.
CARTESIAN COORDINATES (ANGSTROEM)
C 0.49 0.00 -0.21  -0.1155
C -0.60 -0.96 0.19  -0.1181
C 0.24 -2.31 0.12  -0.1573
C 0.56 2.20 -0.49  -0.5414
N 1.57 -0.54 -0.60  0.0294
O 1.58 -1.89 -0.24  -0.1660
O 1.92 2.36 -0.33  0.0991
O -0.18 2.70 0.50  0.1163
O -0.05 2.45 -1.64  0.1021
H -1.02 -0.65 1.26  0.1417
H -1.48 -1.04 -0.38  0.0737
H 0.46 -2.96 1.05  0.1426
H -0.23 -2.86 -0.61  0.0663
H 2.36 1.86 -0.99  0.0819
H 0.37 3.29 0.97  0.1022
H -0.75 3.13 -1.59  0.1432

As for the LUMO energy: 0.37 eV. The value obtained for the gap between HOMO and LUMO is 9.1 eV. The total energy is -13936.740 eV. The value obtained for the HOMO energy is -8.75 eV. The energy relative to the best compared isomer or geometry (same formula, charge and spin) comes out at 569.0 kJ/mol.

---

3.
Below is a molecular structure, C37H27BrN4O7SSc, with properties calculated with ωB97M-V/def2-TZVPD.

Last column: Löwdin charge in e.
CARTESIAN COORDINATES (ANGSTROEM)
Sc 0.69 0.04 -0.93  0.9501
C -1.68 3.60 -1.98  -0.0745
O -0.71 4.50 -1.47  -0.0921
C 0.63 4.16 -1.58  -0.2151
C 1.46 5.17 -2.04  -0.0362
C 2.83 4.98 -2.14  -0.1101
C 3.37 3.77 -1.74  -0.0621
C 2.57 2.74 -1.26  -0.1451
C 3.17 1.50 -0.76  -0.2429
N 2.59 0.45 -0.39  -0.0304
N 2.03 -0.42 2.21  0.1025
C 0.89 -0.73 2.90  -0.4341
O -0.11 -0.04 2.81  0.0743
C 1.00 -1.84 3.88  -0.1232
C -0.17 -2.47 4.30  -0.0123
C -0.14 -3.46 5.27  -0.0795
C 1.07 -3.84 5.83  -0.0940
C 2.24 -3.20 5.44  -0.0776
C 2.20 -2.21 4.47  -0.0115
C 1.16 2.89 -1.19  -0.2891
O 0.38 1.93 -0.77  -0.1621
H -2.62 3.89 -1.52  0.0923
H -1.76 3.70 -3.07  0.0928
H -1.44 2.57 -1.73  0.0618
H 1.01 6.11 -2.31  0.1126
H 3.46 5.77 -2.52  0.0902
H 4.44 3.61 -1.79  0.1030
H 4.28 1.57 -0.63  0.0999
H -1.10 -2.16 3.85  0.1191
H -1.05 -3.94 5.57  0.0987
H 1.10 -4.62 6.58  0.0965
H 3.18 -3.49 5.88  0.0998
H 3.12 -1.71 4.22  0.0961
O 0.62 -1.59 -4.65  -0.2856
S 0.82 -0.42 -3.83  0.6232
O 1.95 -0.46 -2.92  -0.3201
N -0.38 -0.04 -2.87  -0.1860
C -1.70 -0.05 -3.15  -0.2556
C -2.27 -0.05 -4.41  -0.0140
C -3.66 -0.01 -4.55  -0.0862
C -4.50 0.02 -3.46  -0.0607
C -3.96 0.01 -2.16  -0.1608
C -4.74 0.02 -0.99  -0.0165
C -4.11 0.02 0.23  -0.0442
C -2.71 0.01 0.29  -0.0879
N -1.95 0.00 -0.78  0.1032
C -2.55 -0.01 -1.99  -0.1539
C 1.09 0.97 -4.95  -0.2495
C 1.43 0.74 -6.27  -0.0620
C 1.59 1.82 -7.13  -0.0828
C 1.42 3.11 -6.66  -0.0850
C 1.07 3.33 -5.33  -0.0548
C 0.91 2.25 -4.48  -0.0382
H -1.63 -0.08 -5.28  0.1043
H -4.09 0.00 -5.55  0.1004
H -5.57 0.04 -3.58  0.1011
H -5.82 0.03 -1.07  0.1118
H -4.69 0.02 1.15  0.1003
H -2.20 0.02 1.25  0.1079
H 1.55 -0.28 -6.60  0.1096
H 1.86 1.65 -8.16  0.0991
H 1.55 3.95 -7.33  0.0987
H 0.93 4.33 -4.96  0.1031
H 0.65 2.39 -3.44  0.0896
Br 4.92 0.37 2.70  0.7580
C 4.30 -1.19 1.83  -0.6207
C 5.21 -2.12 1.37  -0.1282
C 4.74 -3.27 0.75  -0.0768
C 3.38 -3.45 0.56  -0.0087
C 2.47 -2.51 1.02  -0.0578
C 2.93 -1.37 1.70  -0.3047
C 0.98 -2.65 0.69  -0.5801
O 0.39 -3.66 1.04  0.0789
O 0.50 -1.68 0.03  -0.0954
H 6.27 -1.94 1.49  0.0937
H 5.45 -4.01 0.39  0.0994
H 3.02 -4.32 0.03  0.1195
H 1.93 0.40 1.60  0.1164

As for the LUMO energy: 2.37 eV. The value obtained for the gap between HOMO and LUMO is 7.2 eV. The total energy is -160685.956 eV. As for the charge: -1. The value obtained for the HOMO energy is -4.84 eV. The energy relative to the best compared isomer or geometry (same formula, charge and spin) comes out at 62.2 kJ/mol.

---

| no. | maximum force (eV/A) |
| --- | --- |
| 1 | 3.85 |
| 2 | 4.46 |
| 3 | 1.65 |